1.
10
Properties=species:S:1:pos:R:3:forces:R:3:lowdin_charge:R:1 method="wB97M-V/def2-TZVPD" total_energy_ha=-301.30969 molar_mass_g_mol=84.08 gap_ev=9.842 e_lumo_ha=0.0232
O -0.33545 -1.37478 0.04697 4.2 -4.4 0.3 0.012
N -2.20702 -0.33020 -0.11109 -4.7 -0.1 -0.7 0.162
N 1.08765 -1.10687 -0.17107 2.0 -0.2 2.5 0.022
C 0.03123 0.88145 0.24078 -0.4 2.9 -3.6 0.004
C 1.17448 0.33714 -0.13659 -0.2 -2.4 1.1 -0.180
C -1.00881 -0.31112 0.00976 2.4 6.3 1.6 -0.577
H 0.08689 2.07337 -0.17151 -1.3 -3.2 1.8 0.169
H -2.70741 0.54996 -0.10880 0.4 0.0 0.2 0.066
H 2.13702 0.73456 -0.36466 0.4 0.3 0.0 0.105
H 1.74143 -1.45350 0.76622 -2.8 0.8 -3.1 0.219

2.
12
Properties=species:S:1:pos:R:3:forces:R:3:lowdin_charge:R:1 method="wB97M-V/def2-TZVPD" total_energy_ha=-670.77554 molar_mass_g_mol=103.55 gap_ev=9.704 e_lumo_ha=0.0117
Cl -2.30447 1.56523 -1.07833 -0.3 0.2 -0.2 0.604
N -1.34261 0.13012 -0.90948 0.7 -0.1 0.2 -0.618
C -1.03704 -0.91078 -1.56964 0.2 0.3 1.4 0.128
C -0.22593 -0.52175 1.42693 -0.3 -1.1 -3.6 -0.020
C 1.13006 0.42761 -0.58597 0.4 -5.4 -1.5 -0.069
C -0.19093 -0.21251 -0.20443 0.7 0.0 1.9 -0.456
H 1.35567 1.35083 -0.28417 0.3 3.9 1.1 0.024
H 0.08617 0.44863 1.88208 -0.8 -1.0 0.1 0.079
H 1.97533 -0.20868 -0.18015 -1.0 0.5 -0.1 0.103
H 1.26133 0.28325 -1.66107 0.0 0.6 -0.1 0.079
H 0.51646 -1.34531 1.59525 -0.4 1.0 0.0 0.071
H -1.22402 -1.00665 1.56898 0.7 1.1 0.7 0.073

3.
207
Properties=species:S:1:pos:R:3:forces:R:3:lowdin_charge:R:1 method="wB97M-V/def2-TZVPD" total_energy_ha=-3639.25067 molar_mass_g_mol=1104.65 gap_ev=9.119 e_lumo_ha=0.0108
O 5.24474 5.96477 -3.28153 0.2 -0.1 0.2 -0.072
O -3.76002 0.26734 -4.37712 0.6 -0.7 0.0 -0.194
O 2.16590 3.46292 -7.69445 0.5 0.4 0.8 -0.208
O 3.92548 1.55763 -1.23401 0.0 -0.6 -0.3 -0.047
O -1.06855 -7.27755 2.36184 -0.3 0.3 -0.5 -0.191
O 2.35931 5.69069 -1.04351 -0.3 -0.5 -0.1 -0.118
O -1.25483 -8.07410 -2.13881 1.1 0.2 -0.4 -0.194
O -2.63795 1.32050 2.39913 0.7 2.2 0.0 -0.244
O 1.71939 -2.06017 5.04128 1.7 0.0 0.3 -0.254
O 3.77260 0.51726 1.40758 -0.6 -0.3 0.4 -0.079
O 0.92105 2.18430 -0.69929 0.3 -0.2 -0.5 -0.208
O -3.33765 4.87053 -0.59577 0.5 0.2 -0.2 -0.198
O 3.44630 3.36555 2.67749 -0.6 0.0 0.5 -0.221
O -6.63481 -1.15316 1.72472 0.2 1.0 0.6 -0.195
O 2.84940 -1.58293 -2.55773 0.2 -0.3 -0.3 -0.213
N -5.92446 -1.40497 -3.75804 0.7 0.8 0.2 0.059
N -2.66985 -6.02644 -0.65519 1.2 1.3 -0.6 0.063
N -2.61986 3.21869 5.64186 1.3 -1.3 -0.3 0.020
N 0.41413 -4.95096 4.63474 1.0 -0.1 -0.1 0.070
N 4.15586 -1.19203 6.14896 -0.3 -0.5 -0.5 0.053
N -0.58946 6.06203 -1.48626 0.2 -0.1 -1.4 0.044
N 3.41442 1.95120 5.21836 -0.8 1.0 -0.2 0.051
N 0.22640 0.67254 1.74934 1.4 0.7 -1.0 0.091
N 3.51359 -4.96694 -1.17694 -0.1 0.2 -0.7 0.026
N -6.13224 -3.52317 -1.01338 -0.4 1.4 0.1 0.048
N 3.09176 5.40796 -5.83604 -0.8 -0.6 0.3 0.078
C 0.32485 0.90407 -0.82757 1.6 -0.9 0.0 -0.194
C 2.87632 -3.62703 -1.23690 0.8 -0.1 0.1 -0.386
C 0.80626 -4.91606 2.20510 0.4 1.0 0.7 -0.047
C 3.86197 4.01889 3.87076 1.1 -0.2 -1.5 -0.208
C 3.14597 -0.95030 -3.79167 1.0 -0.8 0.2 -0.103
C 4.99062 0.60771 0.70135 -0.2 2.1 -0.4 -0.246
C -4.83007 0.74467 -3.59892 1.2 0.9 -0.9 -0.242
C 4.12235 -1.90862 4.86594 0.8 -1.0 -0.3 -0.402
C -0.77772 2.88308 3.98514 -0.4 0.0 0.6 -0.057
C 1.97320 4.50390 -5.53064 -0.2 -1.0 0.0 -0.430
C -0.07978 -5.36889 3.35680 -0.4 0.0 -0.7 -0.463
C -7.27070 0.61704 -3.42194 -0.1 0.8 2.0 -0.060
C -7.14260 0.17145 1.88271 0.2 -1.2 0.6 -0.095
C -4.38970 3.93662 -0.78733 1.3 -0.7 0.7 -0.091
C -3.26125 0.20006 1.89540 -0.4 -0.7 1.1 -0.117
C -2.62380 1.06946 -4.27898 0.6 0.7 -0.5 -0.125
C 4.78862 0.52546 -0.79275 0.4 0.2 0.5 -0.236
C 3.35319 -2.91819 -2.52757 -0.2 -0.3 0.0 -0.201
C 1.55877 3.06166 -8.88593 0.1 -0.5 0.2 -0.121
C 1.12176 2.79106 -1.97245 0.4 0.3 0.2 -0.109
C -0.98850 -4.37036 -1.47610 -0.6 -1.4 -1.2 -0.054
C 1.22031 3.94441 -6.73299 -0.8 0.2 -2.0 -0.197
C -0.26211 -6.85651 3.41424 -0.4 0.5 0.4 -0.244
C 0.55608 -1.30447 4.83060 -0.7 -1.8 1.3 -0.112
C 3.17574 -2.84643 0.09264 1.3 -1.2 -1.4 -0.032
C -0.62650 -6.80308 -1.95538 0.0 -0.4 0.5 -0.226
C -0.18495 -1.27445 0.27409 1.0 0.2 0.3 -0.044
C 4.38528 5.35812 -2.33038 0.4 0.3 0.5 -0.238
C -4.50424 -2.77338 0.64972 0.1 0.9 0.2 -0.066
C -1.32970 6.46096 0.70530 -0.2 -1.0 0.7 -0.050
C 4.44683 2.93942 4.70817 -0.2 -0.3 1.9 -0.424
C 0.61879 0.05649 0.42390 -2.3 -0.2 0.9 -0.357
C -2.04695 4.26905 -0.38550 -0.1 0.5 -1.9 -0.167
C -0.28019 -9.09282 -2.32127 -0.3 -1.2 1.6 -0.126
C 3.30730 6.33502 -1.88455 0.2 0.9 1.6 -0.249
C 5.62077 2.23179 4.08692 -0.1 -0.1 -0.7 -0.052
C -5.95366 -2.88360 0.31893 -0.7 -1.4 -1.0 -0.443
C -1.68531 -5.75789 -1.73562 -0.4 0.8 0.6 -0.406
C 2.67291 4.16413 1.80601 0.9 -0.5 -1.6 -0.084
C -2.98345 1.64826 3.70895 -0.2 -0.8 1.2 -0.220
C -1.16351 -8.68039 2.31499 -1.1 1.0 -0.5 -0.090
C 2.80496 -1.82518 4.10656 -1.2 1.5 1.3 -0.170
C 1.03137 5.17562 -4.57072 0.6 0.7 0.6 -0.066
C -6.02483 0.04114 -4.07163 -1.9 -1.1 0.5 -0.441
C -0.95220 5.35693 -0.28652 0.0 -0.2 0.8 -0.436
C -6.73120 -1.60819 0.41624 0.0 -0.3 -0.6 -0.243
C -2.28018 2.92955 4.20553 -2.1 1.0 -0.1 -0.414
C 4.40784 -3.44066 5.06656 1.3 1.2 1.8 -0.062
H -5.11219 -1.77360 -4.25256 -0.2 0.0 0.1 0.080
H -0.05564 -1.70075 5.68571 -0.1 0.7 -0.9 0.105
H -2.78665 -0.64467 2.43839 -0.9 -0.3 -0.4 0.106
H -7.66956 1.51884 -3.87308 0.2 0.2 -0.5 0.073
H 5.39582 -3.46976 5.64562 -1.5 -0.4 -0.6 0.091
H 0.63244 6.08145 -5.01238 -0.2 0.3 -0.4 0.086
H -4.37360 0.28612 2.05839 1.0 -0.6 -0.4 0.094
H 0.31758 -5.13058 1.23972 0.5 0.0 0.4 0.063
H -3.62740 3.20104 5.76592 0.2 -0.2 0.1 0.061
H 4.53039 -4.97070 -1.10767 -0.2 0.5 -0.1 0.072
H -6.63255 0.89497 1.24852 0.4 0.1 0.1 0.076
H 2.09448 3.46181 1.15333 0.3 0.8 0.5 0.086
H 3.91450 4.43374 -2.66079 -0.1 -0.1 -0.4 0.105
H 5.29887 1.62481 3.22905 0.1 -0.2 0.5 0.054
H -7.07687 0.92147 -2.35271 0.1 -0.4 -0.8 0.086
H -0.47018 -4.25009 -0.54068 0.3 -0.5 0.4 0.037
H -1.79866 3.57153 -1.24662 -0.3 0.7 0.6 0.123
H 2.05327 4.88883 2.30657 -0.5 0.1 0.5 0.080
H -0.03787 -6.53457 -2.86154 -0.1 -0.2 0.6 0.135
H -0.78748 -6.97169 4.34890 -0.3 -0.7 0.7 0.118
H 2.83434 1.53706 4.47359 0.9 0.1 -0.2 0.060
H 0.86924 -4.05870 4.57997 0.0 0.4 0.5 0.035
H 1.83834 2.25373 -2.63925 -0.5 0.0 0.5 0.092
H -0.53608 5.44931 -2.30529 0.0 0.3 0.3 0.063
H -6.41805 -3.58625 1.01613 0.0 0.1 0.3 0.142
H 3.71953 7.16658 -1.28793 0.5 -0.3 -0.2 0.122
H 6.37753 2.92096 3.66525 -0.3 -0.2 0.6 0.097
H -4.16727 -3.78096 0.78492 0.8 -0.5 -0.2 0.060
H -2.29670 -5.71425 -2.64748 0.3 0.3 0.0 0.137
H -4.87699 1.82174 -3.81847 -0.5 0.1 0.4 0.130
H -4.16605 3.28443 -1.63725 0.0 -0.1 -0.1 0.066
H -0.79289 -9.96763 -2.76998 0.3 0.5 0.3 0.091
H 2.97179 0.08742 -3.72362 -0.3 1.3 0.4 0.057
H -0.51500 7.19427 0.77308 -0.4 -0.2 0.1 0.084
H 3.05535 4.47560 4.39097 -1.1 0.5 0.3 0.108
H 2.66978 2.50768 5.68955 0.9 -0.4 0.0 0.082
H 3.19164 -5.45392 -0.36042 -0.3 -0.2 0.3 0.050
H -0.48000 3.15400 2.97917 0.0 0.2 -0.1 0.063
H -4.45215 -2.29573 1.62569 0.5 0.3 0.0 0.063
H -1.26215 6.79484 -1.68739 0.0 -0.1 -0.1 0.090
H 4.30519 -2.81402 0.21640 -1.2 0.3 -0.3 0.104
H 4.95453 -1.43667 4.28591 -0.7 -0.7 -0.1 0.142
H -0.75117 0.98151 -0.95249 -0.4 0.1 -0.3 0.114
H -6.36551 -0.88185 -0.30001 0.5 0.5 -0.3 0.113
H 1.09205 3.89343 -9.36227 -0.5 0.9 -0.5 0.072
H 5.40575 1.60919 0.79269 0.3 0.1 0.7 0.119
H -0.03368 4.83232 0.04629 -0.5 0.0 0.1 0.124
H -3.14585 -6.89359 -0.79354 0.1 -0.6 0.2 0.060
H 0.77148 2.34387 -8.64922 0.0 -0.4 -0.3 0.086
H 0.59003 -8.85276 -2.91623 0.0 0.6 -0.6 0.071
H 1.66836 -0.13377 0.52532 0.6 -0.1 -0.2 0.082
H 4.12368 -0.20618 5.97723 0.6 0.9 -0.5 0.017
H -0.40057 1.88407 4.17698 0.0 -0.3 0.0 0.057
H 2.84883 -3.52404 0.87882 -0.4 0.5 0.3 0.041
H -2.20594 -5.92964 0.24333 -0.3 -0.6 0.1 0.059
H 0.01102 -6.81087 -1.03379 0.0 -0.2 -0.7 0.136
H 0.95594 -3.81248 2.33665 -0.2 -0.7 -0.5 0.060
H -1.75723 -9.06428 3.14942 0.1 -0.2 0.0 0.096
H -4.39177 3.30119 0.12472 -0.6 0.1 -0.4 0.092
H 2.60426 -0.85530 3.69107 0.3 0.9 -0.3 0.093
H -0.17158 -9.01625 2.30539 1.4 -1.3 0.2 0.066
H -5.78257 -2.85109 -1.70195 -0.3 -0.1 -0.1 0.034
H -1.54144 5.99158 1.69186 0.2 0.5 -0.4 0.086
H 4.58131 -3.91107 4.12227 0.0 -0.4 -0.7 0.046
H 0.18052 -9.39833 -1.31924 -0.8 0.3 -1.0 0.100
H -2.01755 3.66465 0.49229 -0.2 -0.5 1.0 0.102
H 3.22481 -1.28193 6.48610 -1.0 -0.7 1.0 0.046
H 1.54445 3.78088 -1.79709 0.0 -0.1 0.1 0.064
H 5.04860 5.07197 -1.48447 -0.5 0.2 -0.4 0.132
H -2.26881 6.90807 0.36373 0.2 0.2 0.1 0.078
H -6.74457 -1.85333 -4.11880 -0.3 -0.4 -0.1 0.070
H -1.07710 -4.96977 3.14580 -0.3 0.1 -0.1 0.139
H 0.15696 2.89855 -2.45915 -0.2 0.0 -0.4 0.067
H 0.10168 -1.99493 1.05768 0.4 0.1 -0.6 0.067
H 4.61415 4.80315 3.61907 -0.3 -0.3 0.2 0.143
H -6.14061 0.16546 -5.13271 0.3 0.3 -0.8 0.133
H 0.53241 3.08962 -6.52247 0.4 0.5 0.5 0.131
H -2.17013 2.48584 6.24332 -0.9 0.9 -0.6 0.088
H -2.95820 0.16165 0.86647 -0.4 -0.3 -0.6 0.073
H 3.53040 4.96930 -6.61970 0.8 -0.1 -0.6 0.066
H 6.01193 1.63727 4.90354 0.5 -0.4 -0.3 0.079
H 4.45468 -0.48209 -0.95172 -0.6 -0.4 -1.0 0.085
H 0.81424 0.35922 -1.71257 -0.9 0.6 0.9 0.143
H 0.55521 4.69879 -7.26850 0.7 -0.3 0.7 0.142
H -1.62001 -8.91557 1.35932 -0.2 -0.2 0.0 0.087
H 3.59470 -3.98012 5.62148 0.7 0.6 -0.4 0.086
H -2.79344 2.01198 -4.89564 0.5 -0.8 0.8 0.109
H 3.00057 -3.50142 -3.41797 0.1 0.4 0.6 0.133
H 5.74091 0.70417 -1.29949 0.0 -0.3 0.1 0.131
H -0.21545 -5.03853 5.41530 -0.1 0.2 -0.1 0.082
H -0.30145 -4.14790 -2.30849 -0.3 0.1 0.3 0.081
H -4.10696 1.62496 3.79374 0.8 0.6 0.1 0.132
H -2.78659 3.79983 3.69489 0.9 -0.7 0.0 0.145
H -1.76108 0.50739 -4.66798 -0.4 0.2 -0.2 0.089
H 0.68064 -7.39865 3.47452 0.3 -0.1 -0.1 0.133
H 2.41619 3.59709 -5.10624 0.1 0.2 0.4 0.137
H -0.33503 3.52776 4.73861 0.3 0.4 -0.2 0.077
H 4.85507 3.39531 5.64235 -0.4 -0.1 -0.5 0.146
H 4.20651 -1.05930 -4.08819 -0.2 -0.2 0.3 0.101
H 2.67942 -2.49188 3.29368 0.3 -1.1 -0.9 0.089
H 0.17616 4.58995 -4.26090 0.0 -0.4 0.1 0.066
H -0.10229 -1.68713 -0.74739 0.1 0.0 0.5 0.077
H -5.46852 -4.26691 -1.06156 0.4 -0.8 0.0 0.041
H 2.30402 2.65408 -9.57816 -0.1 -0.1 0.4 0.098
H -2.64339 0.84616 4.41285 -0.1 0.1 -0.4 0.133
H 2.87025 6.85992 -2.71295 -0.5 -0.1 -0.9 0.096
H 4.79720 6.12909 -4.11751 -0.4 -0.3 -0.1 0.052
H -1.80021 -3.68812 -1.44271 -0.6 1.1 -0.2 0.052
H -2.34657 1.31034 -3.23332 -0.4 0.1 -0.3 0.075
H 3.57315 1.29410 1.96826 0.5 -0.2 -0.6 0.064
H -3.94953 -2.22771 -0.16025 -0.3 -0.5 0.8 0.099
H 3.36874 4.73968 1.16257 -0.5 -0.2 0.1 0.089
H -5.33090 4.44254 -0.98368 0.1 0.2 0.3 0.089
H 2.54437 -1.32643 -4.59400 -0.5 -0.5 -0.5 0.079
H -0.72036 1.01735 1.82657 -0.5 -0.4 -0.4 0.025
H 5.68513 -0.13501 1.01832 0.6 -0.7 0.5 0.110
H 4.45862 -2.89126 -2.60303 -0.2 0.0 0.2 0.127
H -7.04183 0.36932 2.96074 -0.1 0.3 -0.5 0.097
H 0.62465 -0.21678 4.94790 0.4 -0.1 -0.5 0.074
H -8.17606 0.15679 1.58337 -0.7 0.3 0.0 0.079
H 1.47493 6.10635 -1.03987 0.4 0.1 -0.5 0.052
H -7.76037 -1.77265 0.12114 -0.6 -0.2 0.0 0.127
H 2.75646 -1.85228 0.08223 -0.2 0.1 0.4 0.041
H 1.81788 -5.34915 2.30335 -0.4 -0.1 -0.3 0.091
H 1.62297 5.53572 -3.71331 -0.5 -0.4 -0.1 0.060
H 1.79509 -3.82597 -1.39901 0.5 0.3 0.5 0.113
H 2.68835 6.25473 -6.18983 -0.1 0.7 -0.3 0.075
H 0.16608 -1.69409 3.89362 -0.7 0.9 -0.3 0.073
H 0.75477 1.55484 1.82426 0.1 -0.6 0.1 0.052
H -4.62869 0.57268 -2.54772 -0.1 0.0 0.5 0.128
H -1.21982 -1.13481 0.51731 -0.7 0.5 -0.3 0.037
H 3.04246 1.23064 -1.06401 -0.5 0.3 0.2 0.042
H -8.10750 -0.05791 -3.32936 -0.1 -0.6 -0.3 0.069

4.
32
Properties=species:S:1:pos:R:3:forces:R:3:lowdin_charge:R:1 method="wB97M-V/def2-TZVPD" total_energy_ha=-1614.91552 molar_mass_g_mol=309.15 gap_ev=10.046 e_lumo_ha=0.0117
P -1.13566 -0.90876 1.62082 1.8 -2.8 -1.1 0.495
P -2.23479 1.08863 0.46354 -2.1 1.4 -1.2 0.494
O -3.15622 1.36413 1.74257 1.4 1.4 -1.4 -0.088
O -2.86304 -0.02781 -0.31207 0.9 0.1 0.4 -0.254
O 0.15560 1.51507 1.93026 -1.8 -0.3 -0.6 -0.018
O -2.13358 -0.84892 2.73504 -15.3 7.0 -2.2 -0.134
O -2.30269 2.40129 -0.44338 -0.3 -0.3 1.0 -0.094
O -0.44104 -1.51604 2.77712 14.8 -5.1 -0.7 -0.127
O -1.36522 -1.90323 0.41223 0.7 0.2 1.2 -0.082
N 3.77387 -1.15858 1.07013 0.1 -0.4 0.2 0.063
C 2.20307 2.33630 -0.73546 -0.2 0.0 0.5 -0.111
C 2.82798 1.20426 0.00030 0.9 -0.7 0.5 -0.171
C 2.45910 -1.02323 0.86058 0.5 1.1 -0.9 -0.061
C -0.51066 0.64588 0.93492 1.8 1.2 1.2 -0.407
C 4.61994 -0.15846 0.78785 -1.1 0.5 0.0 -0.138
C 0.53928 0.45020 -0.19868 0.0 -0.2 -1.3 -0.207
C 4.19493 1.06621 0.29416 -0.9 -0.5 -0.3 -0.005
C 1.93579 0.15156 0.28180 1.2 -0.1 0.7 -0.136
C 0.80548 1.76326 -1.01286 -0.9 0.4 -0.2 -0.113
H -2.11521 -1.49149 -0.05108 -0.6 0.1 -1.0 0.036
H 2.78488 2.56074 -1.63654 -0.3 0.0 0.1 0.123
H -1.38313 -1.34573 3.19716 0.3 -1.7 4.5 -0.147
H 0.22739 -0.35940 -0.89054 -0.1 0.5 0.4 0.153
H -3.25754 2.41568 -0.65569 0.3 0.5 -0.4 0.105
H -3.01278 0.59409 2.30572 -0.3 -1.0 1.2 0.030
H 1.81905 -1.88132 1.02448 0.1 -0.1 0.3 0.113
H 0.94715 1.12660 2.35662 -0.7 -0.5 -0.7 0.120
H 2.16035 3.26834 -0.12702 0.0 -0.6 -0.3 0.135
H 0.08975 2.51204 -0.70423 -0.4 0.1 -0.4 0.091
H 0.68774 1.53701 -2.07457 -0.1 0.2 0.1 0.125
H 5.68394 -0.26383 0.92859 0.1 -0.6 0.3 0.101
H 4.92993 1.81916 0.05188 -0.1 0.2 0.0 0.109